{
  "formula": "C2H2I2P2S2",
  "method": "ωB97M-V with the def2-TZVPD basis set",
  "symbols": ["C", "C", "P", "P", "S", "S", "I", "I", "H", "H"],
  "xyz": [[-0.589093, -1.387567, -0.255312], [-0.957929, -0.146926, 0.054795], [-0.681446, 0.930966, -1.412900], [2.352175, -0.049762, -0.256416], [-1.778318, 2.472055, -0.840947], [1.347096, 1.746645, -0.573469], [-1.477535, 0.448938, 2.041029], [3.000915, -0.076463, 2.013413], [-0.745421, -2.244451, 0.489287], [-0.470443, -1.693436, -1.259479]],
  "atomic_forces_ev_per_a": [[-1.75, -1.84, 2.86], [0.53, -0.44, -0.47], [0.09, 0.34, 1.54], [-0.61, 0.76, -0.96], [-0.22, 0.86, -0.43], [0.39, -0.69, -0.05], [0.34, -0.24, -1.08], [0.06, 0.10, 0.64], [0.66, 1.27, -1.03], [0.53, -0.13, -1.02]],
  "total_energy_ha": -2151.827430,
  "gap_ev": [7.2, 4.9]
}